Entry from the OMol25 dataset: a cluster of 5 separate species, C30H52N2O17 in total (ωB97M-V/def2-TZVPD).

Properties
**SMILES**: CCC[C@H](OC#N)OC[C@@H](N)COCCOCCOCC.C[C@@H]1COC(=O)O1.C[C@@H]1COC(=O)O1.C[C@@H]1COC(=O)O1.C[C@@H]1COC(=O)O1
**E_HOMO**: -9.4 eV
**E**: -69739.6158 eV
**HOMO-LUMO gap**: 9.7 eV

ORCA input file:
```
! wB97M-V def2-TZVPD RIJCOSX def2/J DEFGRID3
* xyz 0 1
C 2.4252 -3.8041 -0.2021
C 1.5126 -2.5678 -0.0785
C 0.6904 -2.2773 -1.3401
C 0.3524 -0.8107 -1.4769
O -0.8067 -0.5309 -0.6042
C -1.9596 -0.7693 -1.1362
N -3.0376 -1.0428 -1.5124
O -0.0284 -0.4104 -2.7450
C 0.9949 0.0391 -3.6219
C 1.1960 1.5643 -3.5513
N -0.0707 2.2905 -3.5080
C 2.0786 1.9709 -2.3803
O 2.9403 3.0188 -2.7612
C 3.8158 3.3866 -1.7184
C 5.0970 2.5928 -1.7679
O 5.8179 2.9617 -2.9207
C 6.5844 1.9223 -3.5040
C 5.7476 1.2263 -4.5810
O 6.0894 -0.1336 -4.7171
C 4.9761 -1.0159 -4.8110
C 4.6290 -1.6120 -3.4669
H 2.3067 -4.3066 -1.1600
H 3.4665 -3.5215 -0.0942
H 2.2056 -4.5323 0.5723
H 2.1407 -1.7150 0.1785
H 0.8428 -2.7460 0.7572
H -0.2579 -2.8019 -1.2071
H 1.1459 -2.6839 -2.2387
H 1.1388 -0.1933 -1.0483
H 1.9438 -0.4800 -3.4686
H 0.6667 -0.2160 -4.6262
H 1.7021 1.8746 -4.4648
H -0.6662 1.9831 -4.2673
H -0.5640 2.0557 -2.6556
H 2.6740 1.1028 -2.0791
H 1.4496 2.2778 -1.5381
H 3.3533 3.2249 -0.7408
H 4.0716 4.4378 -1.8224
H 5.6681 2.7920 -0.8541
H 4.8837 1.5188 -1.7693
H 6.9343 1.1963 -2.7706
H 7.4420 2.4070 -3.9606
H 4.6951 1.3692 -4.3267
H 5.9114 1.7507 -5.5246
H 4.1254 -0.4914 -5.2473
H 5.2707 -1.8024 -5.5007
H 4.1293 -2.5674 -3.5868
H 5.5435 -1.7885 -2.9061
H 4.0139 -0.9417 -2.8654
C -2.2057 -2.8363 5.3849
C -1.2700 -2.6941 4.2147
C -1.5533 -3.6164 3.0514
O -0.2473 -3.7980 2.4786
C 0.6651 -3.6187 3.4673
O 1.8167 -3.8904 3.3711
O 0.0795 -3.0849 4.5586
H -1.9857 -2.0897 6.1459
H -3.2337 -2.7077 5.0679
H -2.0904 -3.8175 5.8496
H -1.2351 -1.6549 3.8769
H -2.2299 -3.1833 2.3189
H -1.9343 -4.5890 3.3709
C -3.1747 3.0888 2.4113
C -2.8608 1.6709 2.8117
C -3.4049 0.6071 1.8826
O -3.6197 -0.4981 2.7784
C -3.8307 0.0120 4.0163
O -4.2295 -0.6251 4.9377
O -3.5168 1.3196 4.0519
H -2.7007 3.7946 3.0907
H -2.8191 3.2886 1.4001
H -4.2455 3.2775 2.4543
H -1.7850 1.5400 2.9615
H -2.7134 0.3237 1.0962
H -4.3625 0.8880 1.4406
C -3.0613 5.9305 7.2894
C -3.3706 6.6198 5.9847
C -4.6433 7.4410 5.9781
O -5.0592 7.3517 4.6090
C -4.5666 6.1992 4.1015
O -4.8878 5.7211 3.0646
O -3.6544 5.6619 4.9464
H -2.1043 5.4134 7.2363
H -3.0178 6.6555 8.1021
H -3.8242 5.1853 7.5147
H -2.5194 7.2219 5.6563
H -4.4905 8.4799 6.2574
H -5.4217 7.0049 6.6085
C -3.4859 -4.2258 -3.4875
C -2.2851 -5.0639 -3.8491
C -1.7826 -5.9776 -2.7504
O -0.3762 -6.0523 -3.0298
C -0.0285 -4.9190 -3.6788
O 1.0867 -4.5511 -3.8598
O -1.1260 -4.2378 -4.0700
H -3.8229 -3.6447 -4.3445
H -4.3071 -4.8616 -3.1559
H -3.2356 -3.5194 -2.6947
H -2.4694 -5.6283 -4.7671
H -2.2243 -6.9700 -2.7742
H -1.9165 -5.5428 -1.7568
*
```



Entry from the OMol25 dataset: a cluster of 4 separate species, C2H13NO4 in total (ωB97M-V/def2-TZVPD).

Properties
**SMILES**: CNCO.O.O.O
**E_HOMO**: -8.5 eV
**E**: -11961.8533 eV
**HOMO-LUMO gap**: 9.0 eV

ORCA input file:
```
! wB97M-V def2-TZVPD RIJCOSX def2/J DEFGRID3
* xyz 0 1
C -0.0035 -1.2455 -1.1203
N -1.3555 -0.5742 -1.4572
C -2.4297 -0.9029 -0.3938
O -2.6690 -2.1602 -0.1792
H -0.2302 -2.2646 -1.4064
H 0.2769 -1.3067 -0.0788
H 0.8651 -0.8009 -1.7633
H -1.6035 -0.4746 -2.4088
H -2.2595 -0.5095 0.6588
H -3.3687 -0.5712 -0.8337
H -1.9907 -2.9337 -0.1931
O 2.0125 2.2175 1.3987
H 2.6527 2.7034 0.7200
H 1.7831 1.3957 0.9727
O 2.9329 -0.0519 -0.0975
H 2.9754 -0.2608 -0.9939
H 3.7709 0.2067 0.4647
O -0.4249 2.1330 2.1608
H -0.7355 2.6027 2.9222
H -0.1987 2.7978 1.6283
*
```



Entry from the OMol25 dataset: a structure of composition C30H23N6O2Zr (ωB97M-V/def2-TZVPD).

Properties
**E_HOMO**: -10.9 eV
**E**: -45795.4568 eV
**HOMO-LUMO gap**: 6.5 eV

ORCA input file:
```
! wB97M-V def2-TZVPD RIJCOSX def2/J DEFGRID3
* xyz 1 1
Zr 0.7746 -0.1205 0.6345
O 3.7815 -1.5043 4.9384
C 4.3609 -2.0736 3.8712
C 5.3314 -3.0446 4.1249
C 5.9765 -3.6669 3.0809
C 5.6824 -3.3449 1.7516
C 4.7312 -2.3904 1.4939
C 4.0524 -1.7383 2.5386
C 3.0481 -0.7475 2.2060
O 2.7924 -0.4998 0.9339
N 2.3931 -0.1082 3.1582
N 1.4826 0.7535 2.5777
C 1.1557 1.8527 3.1244
C 0.3084 2.7437 2.3101
C -0.1945 3.9352 2.7876
C -0.9408 4.7298 1.9208
C -1.1442 4.3019 0.6250
C -0.6042 3.0823 0.2282
N 0.1084 2.3204 1.0467
H 3.1386 -0.8349 4.6362
H 5.5554 -3.2856 5.1546
H 6.7251 -4.4176 3.2990
H 6.1993 -3.8406 0.9428
H 4.4878 -2.1207 0.4760
H 1.5449 2.1466 4.0952
H -0.0087 4.2397 3.8083
H -1.3518 5.6703 2.2615
H -1.7100 4.8903 -0.0829
H -0.7481 2.7044 -0.7771
N -6.5975 -0.0423 -6.6980
C -5.7834 -0.0317 -5.8886
C -4.7659 -0.0165 -4.8682
C -3.9030 1.0716 -4.7720
C -2.9234 1.0812 -3.7947
C -2.8149 0.0194 -2.8999
C -3.6849 -1.0632 -2.9992
C -4.6543 -1.0878 -3.9870
C -1.7708 0.0392 -1.8367
C -0.4333 0.0211 -2.2898
C -0.0062 -0.1371 -3.6172
C 1.3827 -0.1026 -3.6280
C 1.7789 0.0682 -2.3107
N 0.7085 0.1412 -1.4812
C -2.2354 0.0733 -0.5228
C -3.5886 0.2180 -0.1083
C -3.6069 0.2027 1.2654
C -2.2675 0.0477 1.6666
N -1.4383 -0.0163 0.6282
H -4.0016 1.8985 -5.4613
H -2.2455 1.9216 -3.7188
H -3.5930 -1.8933 -2.3111
H -5.3246 -1.9310 -4.0787
H -0.6527 -0.2770 -4.4675
H 2.0340 -0.1983 -4.4800
H 2.7825 0.1333 -1.9147
H -4.4336 0.3318 -0.7668
H -4.4613 0.2845 1.9155
H -1.8952 -0.0186 2.6810
C 0.4095 -2.2990 0.8595
H -0.4780 -2.6263 0.3130
H 0.2566 -2.5879 1.9080
H 1.2786 -2.8569 0.4980
*
```



Entry from the OMol25 dataset: the molecule C7H8NO2P (ωB97M-V/def2-TZVPD).

Properties
**SMILES**: C[P@]1(=O)Nc2ccccc2O1
**E_HOMO**: -8.6 eV
**E**: -22263.3971 eV
**HOMO-LUMO gap**: 9.4 eV

ORCA input file:
```
! wB97M-V def2-TZVPD RIJCOSX def2/J DEFGRID3
* xyz 0 1
C -2.8922 0.7318 -1.4549
P -2.0513 0.0053 0.0529
O -2.9319 -0.5172 1.1251
N -0.7123 1.2469 0.6199
C 0.4708 0.4545 0.5832
C 1.6956 0.8622 1.0445
C 2.7455 -0.0072 0.7829
C 2.6103 -1.2130 0.1395
C 1.3792 -1.5236 -0.4017
C 0.3341 -0.6780 -0.1660
O -0.9370 -0.8899 -0.6190
H -3.6245 -0.1387 -1.8644
H -3.3439 1.6381 -1.2767
H -2.2322 0.8177 -2.3304
H -0.9192 1.6905 1.5889
H 1.8024 1.7429 1.6742
H 3.7240 -0.0258 1.3770
H 3.5897 -1.8256 0.1984
H 1.2928 -2.3710 -1.0734
*
```



Entry from the OMol25 dataset: the molecule CH4ClPS (ωB97M-V/def2-TZVPD).

Properties
**E_HOMO (spin up / spin down)**: -8.6 / -8.2 eV
**E**: -33744.4215 eV
**HOMO-LUMO gap (spin up / spin down)**: 7.3 / 7.5 eV

ORCA input file:
```
! wB97M-V def2-TZVPD RIJCOSX def2/J DEFGRID3
* xyz 0 1
C 1.6826 -0.9800 0.1135
P -1.0467 0.8988 0.0512
S -1.7450 -0.9160 0.0583
Cl 1.5001 0.6275 0.1934
H 1.5949 -1.1366 -0.9319
H 1.2825 -1.5656 0.9151
H -1.3474 1.3724 -1.1249
H -1.9210 1.6995 0.7253
*
```



Respective max |F| values: 2.32; 8.49; 0.76; 4.98; 3.11 eV Å⁻¹.